{
  "formula": "C2H2F2N2O2",
  "method": "ωB97M-V/def2-TZVPD",
  "symbols": ["C", "C", "N", "N", "O", "O", "F", "F", "H", "H"],
  "coordinates": [[-1.113442, -1.266174, 0.184786], [0.097084, -0.593476, -0.200803], [-2.371449, -1.088538, 0.144673], [-0.134489, -0.250799, -1.640936], [0.833009, -0.011788, -2.312200], [-3.038833, 0.106160, -0.470936], [-0.827287, -2.483813, 0.898113], [-2.209543, 1.045011, -0.960711], [-0.038274, 0.496681, 0.181049], [1.070046, -0.969412, 0.155168]],
  "forces_ev_per_a": [[-2.01, -3.11, 2.50], [-0.61, 4.34, -0.19], [-0.05, 1.83, -1.10], [0.65, -1.36, 0.37], [1.02, 0.47, -1.12], [-0.35, -4.15, 2.10], [-0.43, 2.16, -1.36], [1.79, 1.83, -0.73], [0.61, -1.70, 0.27], [-0.62, -0.32, -0.73]],
  "lowdin_charge": [-0.30, -0.09, 0.19, -0.08, 0.06, -0.03, 0.01, -0.06, 0.16, 0.14],
  "homo_energy_ev": [-8.8846, -11.0858],
  "s_squared": 2.007,
  "lumo_ev": [0.45, -1.73],
  "spin_multiplicity": 3
}